[1]
A structure of composition C14H31N5O7Zn at a distorted geometry, computed with wB97M-V/def2-TZVPD.

Properties
**HOMO energy (spin up / spin down)**: -0.1635 / -0.3781 Eh
**2S+1**: 2
**LUMO energy (spin up / spin down)**: -2.2 / -2.3 eV
**Kohn-Sham gap (spin up / spin down)**: 2.202 / 8.018 eV
**DFT total energy**: -85216.8688 eV
**Charge**: +1
**⟨S²⟩**: 0.753

CARTESIAN COORDINATES (ANGSTROEM)
H -1.604 3.882 -3.196
N -0.477 -2.826 -3.282
H -4.472 2.027 0.019
H 1.395 -4.443 -2.701
O -1.303 0.951 -2.107
H 2.245 -2.993 -3.148
O 1.344 0.336 -0.722
H 0.576 2.934 -0.857
C 1.957 -2.737 3.794
C 1.582 -3.415 -2.392
H -0.919 2.771 2.914
H 0.861 4.382 0.100
C -0.321 3.391 2.248
H -4.166 -1.953 1.224
H 2.968 -0.517 -2.241
N -4.463 -0.999 1.376
O 2.000 -1.975 1.582
C 0.421 -2.485 3.415
C -0.262 2.746 0.861
C 0.729 -1.754 2.048
H 1.987 -3.726 4.253
H 0.077 -1.849 4.230
H 2.622 0.654 1.604
C 2.742 -2.767 2.378
C -1.358 1.820 -2.951
H 4.208 0.596 0.957
H -0.561 2.574 -4.608
H 3.163 2.005 0.618
H -0.233 0.858 -4.310
O 0.011 -1.804 -1.406
O -0.017 -1.085 1.364
N -0.721 1.717 -4.098
H -5.015 1.555 1.602
H -2.211 3.408 -1.638
N 0.514 3.437 0.016
H 4.362 0.061 -1.590
C 0.332 -2.547 -2.310
N 3.395 -0.161 -1.398
H -0.141 -3.416 3.346
H -3.366 1.988 1.314
O -0.676 1.638 0.648
H 2.054 -3.553 -1.419
C 2.577 0.339 -0.506
C -3.768 -0.083 0.771
C 3.196 0.920 0.716
H -1.311 -2.261 -3.352
H -3.232 2.909 -2.920
H -0.876 4.329 2.254
H -5.289 -0.750 1.901
O -2.627 -0.327 0.197
H 3.797 -2.502 2.317
C -4.199 1.429 0.889
C -2.187 3.114 -2.687
H -0.466 -3.575 -3.959
Zn -0.663 -0.122 -0.344
H 2.420 -1.944 4.381
H 2.719 -3.824 2.111
H 0.647 3.622 2.694

Mulliken atomic charge list, values in e, 4 entries: 0.423 -0.381 0.242 0.471

***

[2]
A cluster of 4 separate species, C14H32Cl6O8P2 in total at a distorted geometry, computed with wB97M-V/def2-TZVPD.

Properties
**HOMO energy**: -0.3835 Eh
**LUMO energy**: 0.4 eV
**Kohn-Sham gap**: 10.841 eV
**DFT total energy**: -125134.7483 eV
**Charge**: 0
**SMILES**: CCOP(=O)(OCC)OCC.CCOP(=O)(OCC)OCC.ClC(Cl)Cl.ClC(Cl)Cl

CARTESIAN COORDINATES (ANGSTROEM)
H -7.747 -23.161 11.548
H -4.408 -13.750 5.975
C -5.565 -16.472 12.172
C -4.636 -17.482 12.848
H -3.849 -14.335 3.005
O -6.126 -14.794 1.528
O -6.211 -19.397 10.372
C -4.174 -14.563 4.023
O -5.477 -15.113 4.048
Cl -5.624 -19.022 6.701
H -3.572 -15.381 4.388
Cl -8.849 -23.000 4.545
C -1.767 -20.209 9.623
H -6.000 -22.428 13.089
O -5.157 -18.809 12.696
H -6.042 -17.936 2.901
H -10.045 -12.003 2.380
C -9.428 -12.542 3.084
H -7.196 -18.274 4.179
H -3.344 -18.981 8.866
C -6.890 -22.609 11.152
C -7.925 -17.030 2.521
H -6.967 -19.580 8.518
H -7.186 -21.990 10.327
H -7.320 -19.126 2.621
H -3.690 -17.434 12.296
P -6.596 -14.776 2.954
C -8.027 -12.662 2.530
H -9.458 -11.987 4.004
H -6.581 -16.520 12.571
O -7.768 -15.819 3.272
H -1.173 -19.398 10.019
H -6.195 -23.343 10.694
H -7.597 -16.864 1.513
Cl -8.505 -19.684 6.768
O -3.666 -19.380 10.834
H -8.000 -13.095 1.504
Cl -6.500 -21.569 3.633
O -5.027 -21.181 11.876
C -7.120 -23.192 4.001
O -7.196 -13.375 3.424
Cl -7.024 -24.249 2.613
H -7.610 -11.662 2.414
P -5.111 -19.686 11.353
H -3.779 -20.627 9.116
H -5.635 -16.755 11.124
H -8.982 -17.315 2.594
H -6.961 -20.992 12.662
Cl -6.447 -21.752 7.551
H -9.846 -13.512 3.337
C -6.895 -19.978 7.513
H -1.478 -20.618 8.681
H -1.598 -21.018 10.333
H -4.469 -17.342 13.908
H -3.049 -13.112 5.188
C -7.079 -18.180 3.102
H -6.582 -23.700 4.792
H -5.263 -15.455 12.367
C -3.194 -19.811 9.549
C -4.080 -13.416 4.985
C -6.275 -21.765 12.286
H -4.660 -12.551 4.709

Mulliken atomic charge list, values in e, 4 entries: 0.388 0.272 -0.969 -0.164

***

[3]
A cluster of 3 separate species, C14H32ClNO11P2S in total at a distorted geometry, computed with wB97M-V/def2-TZVPD.

Properties
**HOMO energy**: -0.3625 Eh
**LUMO energy**: -0.7 eV
**Kohn-Sham gap**: 9.191 eV
**DFT total energy**: -80984.2700 eV
**Charge**: 0
**SMILES**: O=C1CC[C@H](CCCCS(=O)(=O)Cl)N1.COP(=O)(OC)OC.COP(=O)(OC)OC

CARTESIAN COORDINATES (ANGSTROEM)
H -7.383 -1.111 0.304
H 4.147 -4.455 5.868
H -3.240 1.508 -0.024
N -4.922 -1.320 0.857
H 2.110 -5.930 2.426
H 2.049 7.492 -1.017
H 2.481 -6.442 4.076
C -5.979 0.341 -0.572
H -7.171 -1.313 -1.536
O 2.197 -3.683 5.643
H 2.881 -0.342 3.358
H 4.831 3.377 -4.954
C -0.624 -2.039 -0.607
H 5.618 4.958 -4.904
H -2.578 -0.490 1.536
C -6.762 -1.000 -0.582
H -2.762 -1.887 -0.933
H 2.329 2.994 -2.858
C 1.805 2.940 -3.810
H 3.279 -4.046 7.363
C 3.176 -4.452 6.358
H -3.381 0.202 -1.240
H -2.258 -2.463 0.652
O 3.376 -2.341 2.997
H 4.376 -0.907 4.157
H -6.615 1.183 -0.325
C 2.120 -5.611 3.467
O 1.083 -2.796 3.714
H -5.541 0.398 -1.570
O 2.807 6.424 -2.593
O 1.697 4.222 -4.455
O 3.924 4.791 -3.766
P 2.496 5.527 -3.916
C 1.670 6.922 -1.861
H 0.089 -2.004 0.215
H -1.339 0.247 0.563
O -5.185 -2.863 -0.900
H 2.335 2.266 -4.481
H -5.562 -1.265 1.640
O 3.023 -4.517 3.592
H 1.065 7.575 -2.492
C -4.762 0.072 0.410
C -2.249 -0.341 0.506
O -0.783 -1.471 -3.184
H -4.939 0.774 1.227
H 4.129 4.744 -5.852
H 1.108 -5.348 3.776
H 2.808 -5.473 6.440
C -3.392 0.440 -0.172
S -0.045 -1.114 -2.015
C 4.654 4.453 -4.942
Cl -0.173 0.900 -1.686
H 0.808 2.540 -3.653
O 1.351 -1.405 -2.142
C -5.562 -1.914 -0.304
H 1.059 6.102 -1.482
O 2.408 6.472 -5.042
H -0.624 -3.076 -0.947
C -2.046 -1.735 -0.129
C 3.764 -0.976 3.257
H 4.352 -0.637 2.410
P 2.472 -3.096 4.136

Mulliken atomic charge list, values in e, 4 entries: 0.293 0.344 0.368 -0.309